(1)
Below is C19H32N7OPS4Sr as an isolated structure, with properties calculated with ωB97M-V/def2-TZVPD.

ORCA input file:
```
! RIJCOSX wB97M-V def2-TZVPD def2/J DEFGRID3
* xyz -2 1
Sr 0.294 -3.053 -1.043
S 3.114 -3.933 -1.522
S 3.037 -5.245 0.024
S 2.482 -4.228 1.740
S 0.477 -3.912 1.744
N -0.041 -0.799 -1.375
P 0.352 0.192 -0.289
N 1.953 0.256 0.369
C 2.166 -0.462 1.624
C 3.652 -0.768 1.841
C 4.487 0.381 1.289
C 4.303 0.457 -0.232
C 2.942 -0.134 -0.615
N -0.606 0.291 1.102
C -1.701 -0.644 1.285
C -2.076 -0.739 2.757
C -2.598 0.617 3.254
C -1.925 1.774 2.501
C -0.522 1.355 2.072
N 0.235 1.882 -0.739
C -1.084 2.164 -1.270
C -1.068 2.364 -2.782
C -0.223 3.593 -3.144
C 0.847 3.835 -2.073
C 1.305 2.497 -1.497
H 1.595 -1.403 1.670
H 1.821 0.181 2.440
H 3.928 -1.699 1.346
H 3.830 -0.901 2.911
H 5.542 0.249 1.546
H 4.140 1.309 1.752
H 5.086 -0.108 -0.741
H 4.371 1.498 -0.559
H 3.022 -1.228 -0.697
H 2.622 0.219 -1.595
H -1.394 -1.626 0.909
H -2.594 -0.335 0.717
H -1.192 -1.048 3.317
H -2.839 -1.510 2.886
H -2.407 0.707 4.326
H -3.680 0.667 3.110
H -1.884 2.666 3.133
H -2.496 2.026 1.605
H 0.030 1.046 2.974
H 0.025 2.176 1.603
H -1.500 3.064 -0.783
H -1.722 1.312 -1.020
H -2.087 2.474 -3.159
H -0.644 1.461 -3.222
H -0.860 4.478 -3.234
H 0.259 3.435 -4.113
H 0.446 4.453 -1.266
H 1.702 4.364 -2.504
H 2.159 2.633 -0.826
H 1.636 1.872 -2.341
N -2.785 -1.610 -1.813
C -2.789 -2.964 -1.644
O -1.706 -3.591 -1.708
C -4.052 -3.594 -1.469
C -5.199 -2.846 -1.266
N -6.151 -2.211 -1.080
C -4.197 -4.977 -1.487
N -4.368 -6.119 -1.531
H -3.602 -1.098 -1.511
H -1.866 -1.163 -1.695
*
```

## Properties
Orbital gap (eV): 5.84
HOMO energy (Eh): -0.056
E_LUMO (eV): 4.3

Atom charges from the Löwdin analysis, given in e for atoms 1 to 8: atom 1 (Sr): 1.05, atom 2 (S): -0.29, atom 3 (S): -0.27, atom 4 (S): -0.24, atom 5 (S): -0.23, atom 6 (N): -0.43, atom 7 (P): 0.54, atom 8 (N): -0.20

***

(2)
Below is C19H33BrF2NNbO15P as an isolated structure, with properties calculated with ωB97M-V/def2-TZVPD.

ORCA input file:
```
! RIJCOSX wB97M-V def2-TZVPD def2/J DEFGRID3
* xyz -1 1
C 4.892 -0.126 2.424
C 4.721 -1.048 1.205
C 4.075 -0.324 0.023
C 2.552 -0.513 -0.049
O 1.822 0.710 0.011
Nb 0.958 1.472 -1.577
Br -0.380 -0.688 -2.107
C -0.909 2.127 -0.496
C -1.209 1.231 0.698
O -2.568 1.322 1.111
C 2.547 0.836 -3.122
O 2.269 -0.404 -3.825
C 3.266 -1.287 -3.885
C 2.805 -2.704 -3.720
O 4.435 -0.997 -4.040
N 2.026 3.269 -1.131
C 2.856 3.170 0.000
O 4.034 3.074 -0.051
F 2.229 3.193 1.162
C 1.355 4.478 -1.148
O 1.026 5.157 -0.229
F 1.155 4.904 -2.396
P -0.132 2.559 -3.736
O -0.762 1.525 -4.588
O -1.309 3.595 -3.311
O 0.886 3.429 -4.650
H 4.693 -0.661 3.347
H 4.185 0.697 2.348
H 5.878 0.327 2.436
H 5.704 -1.378 0.875
H 4.171 -1.941 1.480
H 4.289 0.738 0.091
H 4.516 -0.660 -0.913
H 2.255 -1.084 0.827
H 2.303 -1.140 -0.902
H -0.905 3.181 -0.213
H -1.735 2.001 -1.198
H -0.559 1.541 1.518
H -1.011 0.192 0.455
H -3.062 1.878 0.502
H 2.571 1.608 -3.889
H 3.540 0.822 -2.676
H 2.649 -3.186 -4.681
H 1.875 -2.757 -3.164
H 3.560 -3.253 -3.169
H -2.099 3.313 -3.789
H 1.636 3.740 -4.135
C -1.347 -2.884 3.916
C -0.024 -3.510 3.555
C 1.197 -2.748 4.022
O 2.176 -3.121 3.042
C 1.508 -3.412 1.893
O 2.014 -3.531 0.830
O 0.180 -3.508 2.133
H -1.440 -1.899 3.457
H -2.173 -3.493 3.553
H -1.436 -2.785 4.998
H 0.015 -4.550 3.895
H 1.530 -3.027 5.018
H 1.054 -1.666 3.973
C -7.298 -1.324 1.767
C -7.020 0.005 1.112
C -7.697 0.217 -0.225
O -6.801 1.125 -0.872
C -5.559 0.911 -0.357
O -4.558 1.348 -0.812
O -5.639 0.122 0.741
H -6.938 -2.140 1.140
H -6.782 -1.395 2.724
H -8.367 -1.447 1.938
H -7.251 0.825 1.798
H -8.690 0.653 -0.146
H -7.747 -0.703 -0.813
*
```

## Properties
Orbital gap (eV): 7.20
HOMO energy (Eh): -0.202
E_LUMO (eV): 1.7

Atom charges from the Löwdin analysis, given in e for atoms 1 to 8: atom 1 (C): -0.09, atom 2 (C): -0.24, atom 3 (C): -0.17, atom 4 (C): -0.28, atom 5 (O): -0.40, atom 6 (Nb): 1.55, atom 7 (Br): 0.21, atom 8 (C): -0.33

***

(3)
Below is C19H33BrGaN5O3P2Se as an isolated structure, with properties calculated with ωB97M-V/def2-TZVPD.

ORCA input file:
```
! RIJCOSX wB97M-V def2-TZVPD def2/J DEFGRID3
* xyz 2 1
Ga 1.758 0.243 -1.072
C -2.634 0.839 -2.464
N -2.482 0.678 -1.012
C -3.751 0.659 -0.269
P -1.161 1.279 -0.259
O 0.026 1.158 -1.178
O -1.015 0.336 1.040
P -0.006 -0.887 1.300
O 1.302 -0.614 0.570
N 0.076 -0.900 2.918
C 0.720 -2.064 3.542
C -0.035 0.275 3.786
N -0.679 -2.223 0.681
C 0.078 -3.244 -0.054
C -1.967 -2.678 1.216
N -1.144 2.766 0.444
C -2.019 3.067 1.586
C -0.927 3.924 -0.435
H -3.142 -0.040 -2.862
H -1.657 0.920 -2.934
H -3.228 1.721 -2.713
H -4.340 -0.198 -0.595
H -4.335 1.565 -0.445
H -3.561 0.559 0.799
H 0.757 -2.899 2.842
H 0.151 -2.364 4.421
H 1.741 -1.830 3.850
H -0.348 1.146 3.218
H 0.923 0.491 4.263
H -0.773 0.075 4.564
H 1.061 -2.871 -0.326
H -0.458 -3.507 -0.967
H 0.194 -4.146 0.551
H -2.472 -1.862 1.730
H -1.835 -3.506 1.916
H -2.590 -3.015 0.388
H -2.253 2.162 2.143
H -2.953 3.536 1.267
H -1.499 3.758 2.250
H -0.279 3.651 -1.265
H -0.442 4.710 0.145
H -1.866 4.322 -0.828
Se 2.430 -0.482 -3.147
C 1.705 -2.291 -3.030
C 0.440 -2.544 -3.542
C -0.031 -3.850 -3.557
C 0.757 -4.882 -3.066
C 2.016 -4.612 -2.547
C 2.501 -3.311 -2.528
H -0.159 -1.736 -3.940
H -1.008 -4.061 -3.971
H 0.396 -5.901 -3.102
H 2.634 -5.418 -2.173
H 3.489 -3.099 -2.143
Br 2.371 3.751 3.473
C 2.681 3.444 1.642
C 3.148 4.449 0.806
C 3.330 4.166 -0.539
C 3.028 2.902 -1.005
N 2.590 1.937 -0.183
C 2.428 2.190 1.118
H 3.371 5.431 1.203
H 3.703 4.919 -1.218
H 3.140 2.636 -2.048
H 2.103 1.373 1.746
*
```

## Properties
ΔE to the lowest compared entry with this formula, charge and spin (kcal per mole): 6.8
Orbital gap (eV): 8.60
HOMO energy (Eh): -0.526
E_LUMO (eV): -5.7

Atom charges from the Löwdin analysis, given in e for atoms 1 to 8: atom 1 (Ga): 0.29, atom 2 (C): -0.06, atom 3 (N): -0.28, atom 4 (C): -0.07, atom 5 (P): 0.57, atom 6 (O): -0.27, atom 7 (O): -0.24, atom 8 (P): 0.55

***

(4)
Below is C19H33Cl2InN2O3S as an isolated structure, with properties calculated with ωB97M-V/def2-TZVPD.

ORCA input file:
```
! RIJCOSX wB97M-V def2-TZVPD def2/J DEFGRID3
* xyz 0 1
O 0.687 1.813 -1.567
C 0.577 1.553 -2.811
C 1.304 2.460 -3.715
C 1.988 3.630 -3.287
H 1.977 3.912 -2.233
C 2.691 4.442 -4.194
H 3.196 5.346 -3.858
C 2.771 4.142 -5.559
H 3.309 4.786 -6.261
C 2.134 2.971 -5.983
H 2.197 2.719 -7.033
C 1.435 2.151 -5.096
H 0.973 1.248 -5.486
H 0.041 0.647 -3.138
C -2.277 1.545 -2.220
C -1.693 0.335 -1.641
H -3.388 1.601 -2.123
H -2.008 1.524 -3.300
H -1.855 2.465 -1.757
C -2.258 -0.676 -0.997
C -3.773 -0.948 -0.893
H -1.685 -1.402 -0.418
H -4.265 -0.624 -1.830
H -4.276 -0.433 -0.048
H -3.938 -2.032 -0.756
In 0.960 0.788 0.189
Cl 0.318 2.851 1.326
Cl 2.652 -0.493 -1.145
C -1.837 0.590 2.605
O -1.025 -0.130 1.985
N -2.415 0.269 3.777
C -2.138 -0.995 4.454
C -3.343 1.169 4.448
H -2.121 1.586 2.217
H -1.430 -1.571 3.861
H -3.071 -1.558 4.592
H -1.732 -0.803 5.458
H -3.482 2.063 3.831
H -2.960 1.467 5.433
H -4.314 0.683 4.605
H -0.160 -5.537 1.731
H 2.086 -5.934 0.601
C -0.456 -4.895 0.896
C 1.715 -5.321 -0.226
N 0.729 -4.362 0.245
H -1.066 -4.067 1.251
C 0.872 -3.037 0.072
O 0.074 -2.171 0.463
H 2.552 -4.781 -0.679
H 1.798 -2.741 -0.449
H -1.025 -5.512 0.193
H 1.280 -5.998 -0.969
C 3.643 0.660 1.914
S 2.128 -0.327 2.196
C 1.600 0.504 3.722
H 3.746 0.842 0.833
H 4.485 0.039 2.260
H 3.589 1.603 2.481
H 2.481 0.701 4.344
H 1.078 1.429 3.455
H 0.924 -0.187 4.237
*
```

## Properties
Orbital gap (alpha / beta) (eV): 6.81 / 4.31
HOMO energy (alpha / beta) (Eh): -0.251 / -0.177
E_LUMO (alpha / beta) (eV): 0.0 / -0.5

Atom charges from the Löwdin analysis, given in e for atoms 1 to 8: atom 1 (O): -0.28, atom 2 (C): -0.19, atom 3 (C): -0.16, atom 4 (C): 0.00, atom 5 (H): 0.12, atom 6 (C): -0.08, atom 7 (H): 0.10, atom 8 (C): -0.08

***

(5)
Below is C19H33NO10V as an isolated structure, with properties calculated with ωB97M-V/def2-TZVPD.

ORCA input file:
```
! RIJCOSX wB97M-V def2-TZVPD def2/J DEFGRID3
* xyz 0 4
V 0.848 0.516 0.046
C 4.908 1.112 1.377
C 3.464 0.885 0.702
O 2.623 1.753 0.783
O 3.099 -0.275 0.395
H 4.763 1.465 2.398
H 5.492 1.885 0.877
H 5.522 0.212 1.341
C 2.236 2.444 -3.799
C 1.670 1.082 -3.342
O 1.051 1.091 -2.077
H 2.609 2.535 -4.819
H 2.998 2.707 -3.065
H 1.516 3.253 -3.677
H 2.469 0.351 -3.467
H 0.966 0.783 -4.118
C 1.838 -2.683 -2.366
C 0.883 -2.718 -1.136
O 0.721 -1.703 -0.498
N 0.266 -3.882 -0.992
C -0.643 -4.104 0.124
H 1.142 -2.403 -3.157
H 2.241 -3.678 -2.555
H 2.645 -1.970 -2.196
H 0.295 -4.538 -1.759
H -0.132 -4.573 0.965
H -1.360 -4.893 -0.103
H -1.300 -3.252 0.298
O -0.315 2.499 0.723
C -1.355 3.188 0.734
O -1.409 4.441 0.339
C -2.602 5.131 0.573
C -3.636 3.997 1.094
C -2.668 2.864 1.408
H -3.008 5.646 -0.298
H -2.351 5.824 1.377
H -4.408 3.696 0.386
H -4.102 4.296 2.032
H -3.025 1.871 1.136
H -2.392 2.845 2.462
O 0.448 -0.155 2.208
C 0.759 -0.879 3.123
O -0.180 -1.119 4.056
C 0.277 -1.929 5.114
C 1.436 -2.681 4.437
C 2.011 -1.660 3.509
H -0.496 -2.644 5.397
H 0.559 -1.404 6.026
H 1.172 -3.557 3.844
H 2.143 -2.983 5.210
H 2.353 -1.960 2.519
H 2.737 -1.064 4.063
O -1.272 0.060 -0.318
C -2.065 -0.153 -1.186
O -3.353 0.078 -1.005
C -4.171 -0.295 -2.118
C -3.183 -0.846 -3.108
C -1.790 -0.588 -2.583
H -4.672 0.616 -2.446
H -4.849 -1.115 -1.883
H -3.401 -0.344 -4.051
H -3.476 -1.888 -3.238
H -1.446 0.240 -3.203
H -1.098 -1.427 -2.514
*
```

## Properties
ΔE to the lowest compared entry with this formula, charge and spin (kcal per mole): 0.0
Orbital gap (alpha / beta) (eV): 6.06 / 6.85
HOMO energy (alpha / beta) (Eh): -0.213 / -0.241
<S²>: 3.7533
E_LUMO (alpha / beta) (eV): 0.3 / 0.3

Atom charges from the Löwdin analysis, given in e for atoms 1 to 8: atom 1 (V): 0.95, atom 2 (C): 0.00, atom 3 (C): -0.72, atom 4 (O): -0.05, atom 5 (O): -0.10, atom 6 (H): 0.06, atom 7 (H): 0.06, atom 8 (H): 0.06

***

(6)
Below is a 3-piece molecular cluster, C19H33NO6P overall, with properties calculated with ωB97M-V/def2-TZVPD.

ORCA input file:
```
! RIJCOSX wB97M-V def2-TZVPD def2/J DEFGRID3
* xyz -1 1
C 3.825 2.179 -1.177
C 2.529 1.850 -1.833
C 1.213 1.199 -1.047
O 0.337 0.514 -1.792
O 1.104 1.473 0.396
C -0.092 0.857 0.992
C 0.026 -0.805 1.139
C 0.814 -1.285 2.491
C 2.247 -2.036 2.244
C 3.069 -1.562 0.908
C 2.893 -2.563 -0.387
N 3.450 -3.929 -0.041
P 2.228 -5.214 -0.325
C 0.635 -4.928 0.695
C 1.814 -5.405 -2.192
H 4.771 1.471 -1.147
H 3.917 3.200 -0.609
H 2.453 2.043 -3.004
H -0.297 1.297 2.082
H -1.090 1.055 0.390
H -1.105 -1.167 1.260
H 0.405 -1.277 0.139
H 0.942 -0.410 3.293
H 0.109 -2.082 3.031
H 2.937 -1.752 3.176
H 2.199 -3.212 2.241
H 2.836 -0.477 0.537
H 4.227 -1.584 1.182
H 3.447 -2.045 -1.306
H 1.784 -2.722 -0.735
H -0.268 -5.554 0.271
H 0.846 -5.169 1.843
H 0.322 -3.778 0.673
H 2.784 -5.860 -2.699
H 1.528 -4.364 -2.660
H 0.938 -6.204 -2.276
O -2.050 7.146 -3.761
C -1.290 6.347 -3.238
O -0.378 6.670 -2.274
C 0.411 5.520 -1.973
C -0.421 4.342 -2.408
C -1.185 4.893 -3.585
H 1.354 5.589 -2.524
H 0.628 5.492 -0.901
H 0.177 3.458 -2.649
H -1.122 4.068 -1.610
H -0.625 4.788 -4.519
H -2.173 4.436 -3.672
O -2.606 -2.236 2.647
C -3.366 -1.313 2.403
O -3.131 -0.350 1.464
C -4.170 0.626 1.524
C -5.335 -0.073 2.174
C -4.659 -1.042 3.111
H -3.815 1.478 2.114
H -4.412 0.970 0.514
H -6.023 0.612 2.675
H -5.902 -0.630 1.418
H -4.446 -0.587 4.082
H -5.242 -1.958 3.231
*
```

## Properties
Orbital gap (eV): 3.03
HOMO energy (Eh): -0.095
E_LUMO (eV): 0.5

Atom charges from the Löwdin analysis, given in e for atoms 1 to 8: atom 1 (C): 0.00, atom 2 (C): -0.07, atom 3 (C): -0.29, atom 4 (O): -0.04, atom 5 (O): -0.11, atom 6 (C): -0.18, atom 7 (C): -0.15, atom 8 (C): -0.20

***

(7)
Below is a 3-piece molecular cluster, C19H34BN2O4S2 overall, with properties calculated with ωB97M-V/def2-TZVPD.

ORCA input file:
```
! RIJCOSX wB97M-V def2-TZVPD def2/J DEFGRID3
* xyz -1 1
C 4.070 0.003 0.571
C 3.258 -1.294 0.528
O 3.073 -1.699 -0.839
C 1.785 -2.211 -1.028
O 1.596 -3.372 -0.949
C 0.799 -1.137 -1.376
C -0.502 -1.609 -2.028
C -1.692 -1.748 -1.060
B -1.490 -2.594 0.356
C -2.540 -2.013 1.515
C -1.880 -1.356 2.734
C -0.716 -0.456 2.325
S -0.468 0.955 3.472
C -0.019 2.263 2.421
S 1.169 3.312 2.738
N -0.824 2.396 1.253
C -0.424 2.223 -0.048
C -1.557 2.424 -0.795
N -2.618 2.724 0.010
C -2.160 2.691 1.237
H 3.538 0.737 1.177
H 4.143 0.422 -0.427
H 5.049 -0.149 1.016
H 3.753 -2.087 1.090
H 2.283 -1.145 0.998
H 1.344 -0.490 -2.070
H 0.560 -0.543 -0.493
H -0.309 -2.511 -2.609
H -0.773 -0.840 -2.762
H -2.469 -2.271 -1.631
H -2.102 -0.745 -0.879
H -1.730 -3.780 0.117
H -0.325 -2.534 0.751
H -3.277 -1.330 1.087
H -3.111 -2.866 1.900
H -1.525 -2.122 3.425
H -2.615 -0.727 3.250
H 0.233 -0.982 2.292
H -0.887 -0.049 1.330
H 0.577 1.965 -0.343
H -1.596 2.335 -1.867
H -2.698 2.852 2.154
C -7.308 -0.048 0.947
C -5.989 0.668 1.140
O -4.948 0.064 1.187
C -6.041 2.174 1.264
H -7.128 -1.117 0.870
H -7.967 0.146 1.795
H -7.794 0.300 0.033
H -6.648 2.458 2.127
H -6.476 2.610 0.363
H -5.033 2.558 1.387
C 8.085 0.759 -2.597
C 6.607 1.042 -2.458
O 6.156 1.588 -1.481
C 5.719 0.603 -3.598
H 8.607 1.120 -1.714
H 8.252 -0.315 -2.698
H 8.482 1.264 -3.480
H 5.793 -0.477 -3.736
H 6.019 1.102 -4.521
H 4.687 0.860 -3.372
*
```

## Properties
Orbital gap (eV): 6.56
HOMO energy (Eh): -0.173
E_LUMO (eV): 1.8

Atom charges from the Löwdin analysis, given in e for atoms 1 to 8: atom 1 (C): -0.05, atom 2 (C): -0.23, atom 3 (O): -0.07, atom 4 (C): -0.50, atom 5 (O): 0.17, atom 6 (C): -0.12, atom 7 (C): -0.23, atom 8 (C): -0.22